Record 1
This record from the Open Molecules 2025 dataset describes a molecular structure, C14H23N4O2P2Ti. The level of theory is the ωB97M-V functional and the def2-TZVPD basis.

Highest occupied orbital energy (spin up / spin down)   -15.472 / -15.496 eV
Expectation value of S²   0.75
Net charge   +2
Gap between HOMO and LUMO (spin up / spin down)   8.464 / 8.661 eV
2S+1   2

The geometry in XYZ format:
```
46
C14H23N4O2P2Ti, DFT the ωB97M-V functional and the def2-TZVPD basis
Ti -1.278 -0.035 0.498
C 1.665 1.775 1.942
P 1.247 0.209 1.121
C 1.955 -1.077 2.192
C 2.207 0.181 -0.425
C 3.582 -0.034 -0.397
C 4.320 -0.026 -1.571
C 3.690 0.201 -2.785
C 2.322 0.424 -2.827
C 1.570 0.416 -1.655
P -0.208 0.776 -1.698
C -0.363 2.589 -1.717
C -0.829 0.248 -3.320
H 2.743 1.848 2.087
H 1.164 1.819 2.910
H 1.328 2.619 1.342
H 3.004 -0.884 2.411
H 1.862 -2.052 1.716
H 1.407 -1.087 3.135
H 4.089 -0.209 0.543
H 5.387 -0.197 -1.537
H 4.263 0.208 -3.702
H 1.850 0.604 -3.784
H 0.209 3.002 -2.549
H 0.006 3.013 -0.784
H -1.412 2.865 -1.832
H -0.352 0.805 -4.126
H -1.900 0.452 -3.366
H -0.656 -0.817 -3.472
N -3.469 0.065 -0.167
N -3.579 1.478 -0.251
C -2.853 2.226 0.689
O -2.990 3.397 0.825
O -1.943 1.465 1.330
H -3.658 -0.318 -1.091
H -4.164 -0.327 0.470
H -4.481 1.861 -0.510
N -1.492 -3.281 1.099
C -1.846 -4.028 2.155
C -2.016 -3.178 3.228
C -1.729 -1.912 2.727
N -1.408 -1.977 1.425
H -1.259 -3.609 0.175
H -1.946 -5.098 2.076
H -2.302 -3.441 4.230
H -1.737 -0.960 3.241
```

Taken from the Löwdin analysis, the atomic charges in e are:
1 Ti 0.85
2 C -0.21
3 P 0.85
4 C -0.24
5 C -0.38
6 C -0.06
7 C -0.03
8 C -0.03
9 C -0.06
10 C -0.38
11 P 0.85
12 C -0.20
13 C -0.23
14 H 0.07
15 H 0.06
16 H 0.05
17 H 0.06
18 H 0.06
19 H 0.05
20 H 0.11
21 H 0.13
22 H 0.13
23 H 0.11
24 H 0.07
25 H 0.05
26 H 0.06
27 H 0.06
28 H 0.05
29 H 0.06
30 N -0.01
31 N 0.02
32 C -0.65
33 O 0.17
34 O -0.18
35 H 0.12
36 H 0.13
37 H 0.17
38 N 0.02
39 C -0.02
40 C 0.00
41 C -0.12
42 N -0.12
43 H 0.18
44 H 0.15
45 H 0.12
46 H 0.13

---

Record 2
This record from the Open Molecules 2025 dataset describes a gas-phase ion, C3H4NO (charge -1) at a distorted geometry. The level of theory is the ωB97M-V functional and the def2-TZVPD basis.

Highest occupied orbital energy (spin up / spin down)   -2.402 / -2.399 eV
Net charge   -1
Gap between HOMO and LUMO (spin up / spin down)   7.063 / 7.058 eV
Energy above the lowest of the compared OMol25 structures with the same formula, charge and spin   49.0 kcal/mol

The geometry in XYZ format:
```
9
C3H4NO, DFT the ωB97M-V functional and the def2-TZVPD basis
C -1.024 0.337 -0.263
C -1.055 -1.029 -0.158
C 0.351 1.063 0.201
N 1.372 0.203 -0.382
O 1.801 -0.803 0.294
H -0.291 -1.726 0.016
H -1.898 -1.393 -0.772
H 0.335 2.083 -0.238
H 0.409 1.265 1.304
```

Taken from the Löwdin analysis, the atomic charges in e are:
1 C -0.21
2 C -0.21
3 C -0.35
4 N -0.13
5 O -0.19
6 H -0.03
7 H -0.01
8 H 0.06
9 H 0.08

---

Record 3
This record from the Open Molecules 2025 dataset describes 2 unconnected molecules or ions with the total composition C4H5I at a distorted geometry. The level of theory is the ωB97M-V functional and the def2-TZVPD basis.

Highest occupied orbital energy (spin up / spin down)   -9.867 / -7.914 eV
Net charge   0
Gap between HOMO and LUMO (spin up / spin down)   9.259 / 4.923 eV
Energy above the lowest of the compared OMol25 structures with the same formula, charge and spin   56.7 kcal/mol

The geometry in XYZ format:
```
10
C4H5I, DFT the ωB97M-V functional and the def2-TZVPD basis
C -0.800 0.155 0.244
C 0.085 -0.627 -0.094
C 1.167 -1.414 -0.418
C -1.899 1.055 0.288
I 4.543 0.203 0.163
H 1.504 -1.435 -1.494
H 1.726 -1.874 0.405
H -1.348 1.870 0.716
H -2.766 0.717 0.882
H -2.214 1.350 -0.691
```

Taken from the Löwdin analysis, the atomic charges in e are:
1 C -0.08
2 C -0.13
3 C -0.03
4 C -0.10
5 I -0.02
6 H 0.07
7 H 0.04
8 H 0.08
9 H 0.10
10 H 0.08

---

Record 4
This record from the Open Molecules 2025 dataset describes a molecular structure, C31H28F12N3O3PSTeTi at a distorted geometry. The level of theory is the ωB97M-V functional and the def2-TZVPD basis.

Highest occupied orbital energy (spin up / spin down)   -0.305 / -0.325 eV
Expectation value of S²   2.01
Net charge   -2
Gap between HOMO and LUMO (spin up / spin down)   4.289 / 4.310 eV
2S+1   3
Energy above the lowest of the compared OMol25 structures with the same formula, charge and spin   0.0 kcal/mol

The geometry in XYZ format:
```
81
C31H28F12N3O3PSTeTi, DFT the ωB97M-V functional and the def2-TZVPD basis
Ti -0.584 0.104 -0.044
C 2.561 2.998 3.367
Te 1.988 1.231 1.987
C 0.079 1.477 2.944
H 2.438 2.727 4.420
H 1.963 3.888 3.153
H 3.615 3.226 3.182
H -0.313 2.461 2.696
H 0.200 1.390 4.024
H -0.612 0.706 2.601
F -3.498 0.760 1.344
C -4.216 -0.145 0.669
F -5.269 0.464 0.128
F -4.670 -1.054 1.545
S -3.158 -0.952 -0.610
O -2.664 0.169 -1.389
O -4.024 -1.896 -1.248
O -2.058 -1.505 0.191
F -0.577 2.036 -8.422
C -0.929 2.821 -7.371
F -0.350 4.020 -7.609
F -2.256 3.005 -7.469
C -0.509 2.234 -6.067
C -1.437 1.728 -5.171
C -1.006 1.152 -3.985
C 0.350 1.067 -3.684
C 1.271 1.608 -4.587
C 0.850 2.182 -5.769
P 0.827 0.199 -2.118
C 1.366 -1.391 -2.870
C 2.404 -1.524 -3.794
C 2.700 -2.753 -4.349
C 1.948 -3.870 -3.994
C 0.911 -3.754 -3.080
C 0.630 -2.517 -2.521
C 2.305 -5.190 -4.587
F 3.446 -5.702 -4.063
F 2.525 -5.111 -5.920
F 1.356 -6.125 -4.409
C 2.403 1.060 -1.767
C 3.580 0.396 -1.437
C 4.705 1.105 -1.049
C 4.661 2.490 -0.988
C 3.484 3.166 -1.291
C 2.364 2.452 -1.666
C 5.886 3.260 -0.628
F 6.614 3.606 -1.729
F 6.733 2.569 0.159
F 5.617 4.415 0.004
H -2.495 1.792 -5.387
H -1.734 0.772 -3.278
H 2.328 1.595 -4.352
H 1.572 2.598 -6.462
H 2.994 -0.661 -4.075
H 3.509 -2.851 -5.062
H 0.333 -4.622 -2.796
H -0.153 -2.416 -1.777
H 3.618 -0.686 -1.461
H 5.610 0.578 -0.777
H 3.437 4.243 -1.199
H 1.434 2.977 -1.851
C 0.098 -1.948 2.883
C 1.094 -2.102 1.729
C 2.486 -2.348 2.329
C 0.716 -3.374 0.949
C 1.056 -0.871 0.797
H 0.050 -2.861 3.490
H -0.906 -1.748 2.498
H 0.392 -1.121 3.532
H 2.493 -3.246 2.962
H 2.807 -1.493 2.925
H 3.220 -2.493 1.529
H 0.771 -4.269 1.585
H -0.299 -3.290 0.555
H 1.402 -3.514 0.110
H 1.983 -0.930 0.190
N -0.738 2.244 -0.108
C -1.480 3.123 -0.339
N -2.136 4.211 -0.544
C -3.345 4.232 -1.064
N -4.417 4.363 -1.490
```

Taken from the Löwdin analysis, the atomic charges in e are:
1 Ti 0.47
2 C -0.48
3 Te 1.21
4 C -0.46
5 H -0.05
6 H -0.04
7 H -0.06
8 H -0.01
9 H 0.00
10 H -0.03
11 F 0.13
12 C -0.66
13 F 0.14
14 F 0.12
15 S 0.49
16 O -0.35
17 O -0.26
18 O -0.38
19 F 0.12
20 C -0.58
21 F 0.12
22 F 0.13
23 C -0.14
24 C 0.01
25 C -0.05
26 C -0.30
27 C -0.07
28 C -0.02
29 P 1.05
30 C -0.31
31 C -0.07
32 C -0.02
33 C -0.14
34 C 0.00
35 C -0.06
36 C -0.58
37 F 0.12
38 F 0.12
39 F 0.13
40 C -0.37
41 C -0.09
42 C -0.01
43 C -0.14
44 C -0.01
45 C -0.10
46 C -0.57
47 F 0.11
48 F 0.12
49 F 0.13
50 H 0.12
51 H 0.08
52 H 0.10
53 H 0.12
54 H 0.10
55 H 0.12
56 H 0.12
57 H 0.09
58 H 0.11
59 H 0.12
60 H 0.12
61 H 0.11
62 C -0.09
63 C -0.72
64 C -0.12
65 C -0.09
66 C -0.48
67 H 0.07
68 H 0.06
69 H 0.06
70 H 0.07
71 H 0.02
72 H 0.07
73 H 0.07
74 H 0.06
75 H 0.07
76 H -0.04
77 N 0.05
78 C -0.33
79 N 0.05
80 C -0.45
81 N 0.05

---

Record 5
This record from the Open Molecules 2025 dataset describes 11 unconnected molecules or ions with the total composition C19H61N18O11 at a distorted geometry. The level of theory is the ωB97M-V functional and the def2-TZVPD basis.

Highest occupied orbital energy   -4.055 eV
Net charge   -1
Gap between HOMO and LUMO   5.426 eV

The geometry in XYZ format:
```
109
C19H61N18O11, DFT the ωB97M-V functional and the def2-TZVPD basis
C -0.459 -0.509 -1.740
C 0.477 0.315 -0.855
C -0.359 0.836 0.339
O 1.519 -0.483 -0.424
H -0.868 -1.440 -1.347
H 0.148 -0.867 -2.572
H -1.221 0.057 -2.277
H 0.870 1.191 -1.371
H -1.002 1.689 0.124
H 0.301 1.277 1.085
H -0.912 0.012 0.789
C 0.318 5.724 5.738
C 0.919 4.310 5.557
C 0.461 3.470 4.372
O -0.993 3.223 4.457
C -1.423 2.714 3.276
N 2.349 4.585 5.545
H 0.764 6.203 6.609
H -0.771 5.694 5.767
H 0.731 6.347 4.945
H 0.792 3.748 6.482
H 1.037 2.555 4.231
H 0.719 4.116 3.532
H -0.828 1.861 2.948
H -1.274 3.451 2.487
H -2.480 2.452 3.321
H 2.717 3.774 6.022
H 2.448 4.504 4.543
C -0.835 -5.807 0.193
C -0.231 -4.637 -0.500
C -0.694 -4.632 -2.032
O 0.064 -5.744 -2.616
C 0.260 -5.714 -4.010
N -0.719 -3.437 0.275
H -1.873 -5.931 -0.113
H -0.886 -5.655 1.272
H -0.404 -6.795 0.029
H 0.848 -4.478 -0.492
H -0.495 -3.721 -2.598
H -1.725 -4.890 -2.271
H 0.739 -4.794 -4.346
H -0.679 -5.611 -4.554
H 0.787 -6.608 -4.343
H -0.842 -2.696 -0.400
H -1.709 -3.553 0.438
C -1.628 -1.556 3.299
O -0.487 -1.433 2.886
N -2.452 -2.550 3.060
N -2.212 -0.609 4.088
H -2.294 -3.306 2.409
H -3.284 -2.613 3.629
H -1.669 0.221 4.278
H -3.126 -0.853 4.441
C 3.174 1.088 2.807
O 2.645 0.041 3.197
N 3.842 2.015 3.433
N 3.159 1.477 1.604
H 4.342 2.645 2.823
H 3.892 1.753 4.408
H 2.805 0.892 0.860
H 2.720 2.379 1.493
C -2.625 -2.668 -4.932
O -2.289 -3.557 -5.752
N -3.819 -2.345 -4.454
N -1.731 -1.846 -4.432
H -4.451 -3.056 -4.792
H -3.956 -1.729 -3.665
H -0.889 -2.092 -4.933
H -1.902 -0.972 -3.957
C 3.217 -3.513 -1.804
O 3.302 -3.794 -0.651
N 2.588 -2.510 -2.277
N 3.735 -4.240 -2.725
H 2.534 -2.334 -3.271
H 1.852 -2.135 -1.697
H 4.533 -4.819 -2.505
H 3.756 -3.790 -3.629
C -3.266 2.296 -1.936
O -3.651 1.156 -1.562
N -3.698 2.973 -2.970
N -2.401 2.999 -1.317
H -3.262 3.815 -3.317
H -4.260 2.392 -3.577
H -1.703 3.507 -1.841
H -2.195 2.565 -0.428
C 5.225 1.306 -2.224
O 6.282 1.843 -2.225
N 4.250 1.606 -1.423
N 4.911 0.322 -3.021
H 3.547 0.903 -1.247
H 4.481 2.326 -0.753
H 3.952 0.006 -3.013
H 5.599 0.111 -3.729
C 1.427 4.891 0.042
O 2.399 4.216 0.378
N 0.371 4.521 -0.623
N 1.251 6.222 0.255
H 0.365 3.537 -0.850
H -0.439 5.115 -0.728
H 0.330 6.626 0.157
H 2.090 6.672 0.589
C -3.781 -2.047 -0.123
O -3.608 -3.134 0.442
N -3.361 -0.876 0.247
N -4.354 -1.802 -1.267
H -3.311 -0.150 -0.453
H -2.708 -0.830 1.016
H -4.834 -2.550 -1.747
H -4.515 -0.834 -1.504
```

Löwdin atomic charge list, values in e, 99 entries:
1 C -0.09
2 C -0.62
3 C -0.06
4 O -0.26
5 H 0.05
6 H 0.05
7 H 0.04
8 H 0.09
9 H 0.02
10 H 0.06
11 H 0.05
12 C -0.06
13 C -0.45
14 C -0.14
15 O -0.16
16 C -0.18
17 N 0.03
18 H 0.07
19 H 0.07
20 H 0.07
21 H 0.13
22 H 0.13
23 H 0.12
24 H 0.07
25 H 0.08
26 H 0.09
27 H 0.07
28 H 0.05
29 C -0.08
30 C -0.35
31 C -0.13
32 O -0.21
33 C -0.13
34 N 0.08
35 H 0.08
36 H 0.08
37 H 0.07
38 H 0.12
39 H 0.09
40 H 0.11
41 H 0.07
42 H 0.07
43 H 0.08
44 H 0.01
45 H 0.00
46 C -0.74
47 O 0.05
48 N 0.17
49 N 0.14
50 H 0.09
51 H 0.10
52 H 0.09
53 H 0.09
54 C -0.80
55 O 0.05
56 N 0.15
57 N 0.15
58 H 0.12
59 H 0.11
60 H 0.08
61 H 0.07
62 C -0.73
63 O -0.01
64 N 0.16
65 N 0.16
66 H 0.11
67 H 0.08
68 H 0.12
69 H 0.09
70 C -0.86
71 O 0.07
72 N 0.19
73 N 0.16
74 H 0.10
75 H 0.07
76 H 0.11
77 H 0.09
78 C -0.71
79 O -0.01
80 N 0.17
81 N 0.18
82 H 0.12
83 H 0.12
84 H 0.11
85 H 0.09
86 C -0.84
87 O 0.04
88 N 0.18
89 N 0.16
90 H 0.08
91 H 0.11
92 H 0.09
93 H 0.11
94 C -0.71
95 O 0.04
96 N 0.16
97 N 0.14
98 H 0.09
99 H 0.10

---

What is the net charge in the fifth record? -1

---

Look up the net charge of the second one. -1

---

Which value of net charge does entry 5 give? -1

---

net charge of number 5 (C19H61N18O11)? -1